1.
The following is a DFT calculation (wB97M-V/def2-TZVPD) of 3 unconnected molecules or ions with the total composition C2H8O2 at a distorted geometry.

The geometry in XYZ format:
```
12
Properties=species:S:1:pos:R:3
O -2.22 0.06 0.27
H 0.15 0.21 -2.30
O -0.78 0.39 -2.17
H -2.21 0.79 0.89
H -0.97 0.19 -1.25
H 1.22 1.37 0.90
C 1.03 0.34 0.62
H -0.04 0.06 0.62
C 1.93 -0.67 0.52
H 2.95 -0.56 0.16
H -2.81 -0.56 0.71
H 1.75 -1.63 1.02
```

* orbital gap (alpha / beta): 8.227 / 5.219 eV
* energy relative to the best compared isomer or geometry (same formula, charge and spin): 15.2 kcal/mol
* total charge: +1
* energy: -6287.411 eV
* HOMO (alpha / beta): -14.94 / -14.90 eV
* multiplicity: 2

***

2.
The following is a DFT calculation (wB97M-V/def2-TZVPD) of 2 unconnected molecules or ions with the total composition C2H8O2S at a distorted geometry.

The geometry in XYZ format:
```
13
Properties=species:S:1:pos:R:3
H -0.07 0.00 -1.10
O 1.51 -5.90 4.04
H 2.23 -2.37 0.52
H 1.90 -6.52 4.70
C 1.24 -2.05 0.15
H 0.86 -2.73 2.32
H 1.19 -2.27 -0.94
H 0.71 -6.38 3.71
C 0.00 0.00 0.00
H -0.91 -0.47 0.41
O 1.15 -0.63 0.37
S 0.06 -2.97 1.26
H 0.05 1.04 0.35
```

* orbital gap: 10.014 eV
* energy relative to the best compared isomer or geometry (same formula, charge and spin): 11.6 kcal/mol
* total charge: 0
* energy: -17132.916 eV
* HOMO: -9.35 eV

***

3.
The following is a DFT calculation (wB97M-V/def2-TZVPD) of a molecular structure, C2H8O3PS at a distorted geometry.

The geometry in XYZ format:
```
15
Properties=species:S:1:pos:R:3
H -0.61 -0.09 1.17
C 1.72 -0.88 2.49
H 2.45 -1.28 1.82
O 1.09 0.62 -1.84
H 0.83 -1.55 2.55
P 0.23 -0.54 -1.20
C -2.28 0.57 -2.06
H -3.33 0.10 -2.10
H -2.37 1.49 -1.37
H 2.16 -0.99 3.61
S 1.20 0.83 2.18
O -1.26 -0.24 -1.48
H 2.04 0.72 -1.59
H -1.95 0.86 -2.99
O 0.07 0.39 0.80
```

* orbital gap: 9.006 eV
* energy relative to the best compared isomer or geometry (same formula, charge and spin): 57.7 kcal/mol
* total charge: +1
* energy: -28462.243 eV
* HOMO: -13.61 eV

***

4.
The following is a DFT calculation (wB97M-V/def2-TZVPD) of 3 unconnected molecules or ions with the total composition C2H8O4 at a distorted geometry.

The geometry in XYZ format:
```
14
Properties=species:S:1:pos:R:3
H 1.02 -2.10 0.70
O 1.92 -1.91 0.39
H -0.76 2.38 -0.86
C 0.32 0.60 -0.19
H -3.51 -1.17 0.38
O -3.03 -0.33 0.40
O 1.37 0.42 -1.03
C -0.07 2.08 -0.02
H -0.75 2.22 0.82
H 0.83 2.73 -0.13
H 1.68 -0.47 -1.38
O -0.31 -0.33 0.23
H -2.11 -0.50 0.63
H 2.53 -1.99 1.15
```

* orbital gap: 11.282 eV
* energy relative to the best compared isomer or geometry (same formula, charge and spin): 17.7 kcal/mol
* total charge: 0
* energy: -10393.928 eV
* HOMO: -10.70 eV

***

5.
The following is a DFT calculation (wB97M-V/def2-TZVPD) of a molecular structure, C2H8O4 at a distorted geometry.

The geometry in XYZ format:
```
14
Properties=species:S:1:pos:R:3
C -0.95 -0.09 0.46
C -1.60 -1.20 1.14
O -1.04 0.17 -0.75
O 1.14 2.10 -0.25
H -0.92 -2.00 1.42
H 2.34 -0.55 -2.36
H 1.55 1.33 -0.74
H -2.53 -1.64 0.80
H 0.33 1.45 0.53
O 1.87 -0.35 -1.54
H 0.40 2.15 -0.91
H -1.96 -0.90 2.14
H 1.55 -1.17 -1.14
O -0.19 0.70 1.20
```

* orbital gap: 10.132 eV
* energy relative to the best compared isomer or geometry (same formula, charge and spin): 20.9 kcal/mol
* total charge: 0
* energy: -10393.789 eV
* HOMO: -9.75 eV

***

6.
The following is a DFT calculation (wB97M-V/def2-TZVPD) of a molecular structure, C2H8OP2S at a distorted geometry.

The geometry in XYZ format:
```
14
Properties=species:S:1:pos:R:3
H 1.24 -1.47 0.72
H -0.34 -3.67 1.17
C 0.58 -0.63 0.31
H -3.37 -1.49 -3.51
H -3.68 -1.45 -4.27
H -0.47 -0.40 2.18
C -0.07 0.12 1.39
H 0.46 1.02 1.63
H -1.02 0.67 1.00
P -0.76 -1.20 -0.88
H 1.34 0.10 -0.25
P -1.01 -3.12 0.04
O -2.24 -3.93 -0.04
S 0.19 -2.97 -1.64
```

* orbital gap: 9.663 eV
* energy relative to the best compared isomer or geometry (same formula, charge and spin): 22.7 kcal/mol
* total charge: 0
* energy: -33662.773 eV
* HOMO: -9.57 eV

***

Copy entry 3 word for word.
The following is a DFT calculation (wB97M-V/def2-TZVPD) of a molecular structure, C2H8O3PS at a distorted geometry.

The geometry in XYZ format:
```
15
Properties=species:S:1:pos:R:3
H -0.61 -0.09 1.17
C 1.72 -0.88 2.49
H 2.45 -1.28 1.82
O 1.09 0.62 -1.84
H 0.83 -1.55 2.55
P 0.23 -0.54 -1.20
C -2.28 0.57 -2.06
H -3.33 0.10 -2.10
H -2.37 1.49 -1.37
H 2.16 -0.99 3.61
S 1.20 0.83 2.18
O -1.26 -0.24 -1.48
H 2.04 0.72 -1.59
H -1.95 0.86 -2.99
O 0.07 0.39 0.80
```

* orbital gap: 9.006 eV
* energy relative to the best compared isomer or geometry (same formula, charge and spin): 57.7 kcal/mol
* total charge: +1
* energy: -28462.243 eV
* HOMO: -13.61 eV

***

- total charge of number 5 (C2H8O4)?
  0

***

- Which formula does entry 5 have?
  C2H8O4